1.
DFT (the ωB97M-V functional and the def2-TZVPD basis) results for C29H44ClN2NiO3P3Te as an isolated structure.

The highest occupied orbital energy (spin up / spin down) is -6.796 / -7.411 eV. The value obtained for the LUMO energy (spin up / spin down) is -0.0340 / -0.0339 Eh. The energy above the lowest of the compared OMol25 structures with the same formula, charge and spin comes out at 0.000 eV. Its expectation value of S² is 2.01. Its orbital gap (spin up / spin down) is 5.9 / 6.5 eV.

Geometry as ORCA input:
```
! wB97M-V def2-TZVPD RIJCOSX def2/J DEFGRID3
* xyz 0 3
H -0.66267 2.86605 1.65792
H -2.68043 -2.44809 0.50518
C -2.31246 -2.80645 1.46688
H -5.83339 -4.08883 -2.84556
C 3.02728 -0.03985 4.85408
C -5.17278 0.79223 -2.71364
H -5.73158 -0.07264 -2.35244
C 2.18475 -0.34407 0.85199
H -4.20292 -3.24825 -1.12605
C 0.47989 4.55431 1.06037
H -4.48777 -4.43481 -3.94243
H -5.66885 1.16738 -3.60761
C -0.36837 -2.95889 3.03005
H -6.03206 2.22284 -1.37340
O -3.87074 0.35291 -3.17267
C 2.70062 -0.17838 3.48548
H -2.47749 -3.88489 1.53850
C -1.41801 1.82415 -0.75929
C -0.81496 -2.52464 1.63569
H -1.35550 -0.22628 3.54065
H -0.90598 -2.42567 3.81518
H -2.20616 1.66894 -0.01675
H 3.35899 -2.01201 -1.25201
H 2.21603 0.00920 5.56824
C 3.73243 -0.23306 2.52483
C -4.77851 -4.35811 -2.89539
N 3.44559 -0.30262 1.19814
N 1.39885 -0.29348 3.11401
C 0.94109 5.30616 -0.00773
H 1.04180 -3.15442 0.67918
H 1.68147 -2.60804 -1.32438
H 4.59360 0.12085 6.27964
H -2.62932 -0.02185 2.30033
H 6.40193 -0.01461 4.60081
C 2.88574 1.04589 -1.65528
P -3.13397 -0.86277 -2.46868
H 0.72940 4.84426 2.07237
C -1.57709 0.13312 2.53713
C 2.96800 2.26562 -0.73468
P 1.72303 -0.21840 -0.93015
H 4.74435 0.12076 -0.97755
C 4.33632 0.01784 5.23368
C 0.60183 4.96859 -1.30760
H 0.94456 5.58052 -2.13140
C 2.34931 -1.79822 -1.60205
H 0.69961 -2.81014 3.18884
P -0.57502 -0.70836 1.28363
H 1.98984 2.59243 -0.37550
C -0.03597 -3.30746 0.58029
Te -0.98051 -1.10653 -3.45490
H -4.65174 -5.33607 -2.42855
Cl 1.96097 6.68953 0.28767
C 1.14562 -0.39979 1.83501
C -0.17804 3.84892 -1.53593
C 5.37196 -0.05933 4.27243
H -1.93023 1.90604 -1.72304
H 4.92152 1.32690 -2.25814
H -2.90049 -2.33216 2.25458
H -0.34376 -3.03143 -0.43212
H -4.46340 2.70776 -2.03543
H 3.60445 2.05762 0.12629
H 5.85042 -0.23103 2.18512
H 2.89183 2.17895 -3.48819
C -0.62942 3.02997 -0.48949
H -1.37434 1.20005 2.49303
H -2.86593 -3.58548 -2.24503
H -4.53980 1.47382 -0.77226
C 5.08168 -0.18157 2.94500
H 3.40784 3.09991 -1.28513
H 2.35000 -1.73210 -2.69124
H -0.22789 -4.37614 0.70872
C 2.26146 1.43008 -3.00161
Ni -0.66825 -0.06306 -0.97431
C -3.92999 -3.33594 -2.17981
O -4.14282 -2.06006 -2.80721
O -2.95302 -0.70824 -0.98916
H 2.18799 0.57028 -3.67276
C -5.04091 1.86420 -1.65692
C 4.29813 0.50564 -1.89398
H 4.31510 -0.27666 -2.65399
H -0.58129 -4.02462 3.15030
C -0.29496 3.43408 0.81336
H -0.45802 3.60217 -2.55426
H 1.26154 1.84555 -2.87893
*
```

---

2.
DFT (the ωB97M-V functional and the def2-TZVPD basis) results for C29H44GeN2O9Sc as an isolated structure.

The highest occupied orbital energy (spin up / spin down) is -8.038 / -8.090 eV. The value obtained for the LUMO energy (spin up / spin down) is -0.0115 / -0.0612 Eh. The energy above the lowest of the compared OMol25 structures with the same formula, charge and spin comes out at 1.191 eV. Its expectation value of S² is 0.76. Its orbital gap (spin up / spin down) is 7.7 / 6.4 eV.

Geometry as ORCA input:
```
! wB97M-V def2-TZVPD RIJCOSX def2/J DEFGRID3
* xyz 0 2
C 1.26773 1.20285 -5.62895
C 0.62179 -1.74459 -3.46138
C 1.32581 0.54164 -2.87735
H -1.06772 2.34904 -2.67463
O 2.34445 -3.22502 2.33589
C 2.69341 2.22282 2.90470
O -0.32963 2.38478 -0.14929
H -3.77885 -1.17575 -0.21249
C 0.83749 -0.37203 -3.84972
O -1.55785 0.01752 -1.26658
N 0.70728 -2.09465 -2.24559
H -4.57302 -1.42332 -1.76511
H 0.78237 -5.53367 -1.26010
C 1.18888 -5.55425 -0.25705
H 3.36806 -0.72039 1.26979
H 1.08473 -7.68104 -0.07729
H 0.42398 -0.74117 -5.92465
H -1.94411 0.83888 -0.93711
C -2.52489 -0.83051 -1.91359
H -2.00423 -1.29855 3.09591
H -4.27402 0.22560 -1.21036
H 2.16179 1.84266 3.78070
H 2.65409 -0.56739 2.89830
O -0.82675 -1.71216 0.86012
C 2.01914 -4.34261 1.66765
C 1.85227 -6.74112 1.70756
C -3.86562 -0.79010 -1.22468
H 2.19558 -2.46786 1.73751
H -2.55101 0.96848 4.86950
H -1.21157 -3.43444 1.81864
H 0.52213 -2.52732 -4.21567
H -2.56160 2.51054 -1.70441
H -2.55989 3.85568 0.42669
C 3.27647 1.84194 0.50847
C -1.81215 1.18673 4.09446
C -1.45069 -2.85049 0.91651
H -2.13133 5.21783 -0.61038
H -3.91853 1.42579 1.36172
H -4.36023 1.58730 3.07306
C 2.18083 -5.55906 2.33385
C 1.32450 -3.07562 -0.36206
H 3.74477 2.34686 3.17160
O 1.67748 -1.96392 0.12717
C 1.89214 1.73995 -3.35185
C -2.36664 0.79829 2.72231
H -2.10974 -1.83342 -1.87417
H 1.23462 1.47273 -6.67561
Ge -0.18905 2.38832 1.72349
C -3.54393 1.69347 2.35349
C 0.80303 -0.02121 -5.20599
C 1.83960 2.06762 -4.68854
O 1.20244 0.97502 1.41805
O 1.31880 0.24851 -1.61096
H -3.18651 -0.99065 1.81473
H 3.21835 1.15813 -0.33601
H 1.98318 -7.67623 2.23954
H -3.24164 2.74497 2.34272
C 1.52230 -4.33494 0.35358
H 0.92447 3.77338 -2.09249
H -1.56957 2.24958 4.15891
N 0.62554 -3.14880 -1.52697
H 2.29550 3.20847 2.65950
C -1.71864 4.41519 0.00544
H 2.25880 3.01200 -5.01764
C -0.83460 3.52301 -0.86772
H 0.00419 5.26339 -1.85604
C 0.34679 4.34472 -1.37125
H 4.32720 2.04980 0.72510
H 2.36276 2.39470 -2.63014
H -1.16061 4.87868 0.82129
H 2.56553 -5.53746 3.34583
H 0.99431 4.61933 -0.53363
H -1.98676 3.86625 -2.66357
H -2.60362 -0.50785 -2.95229
O -2.23150 -3.28503 0.09150
H 2.78852 2.77837 0.22276
H -0.91030 0.60713 4.31176
O -1.36374 0.94662 1.70190
H -3.63560 -0.74132 3.50946
H 4.24554 0.11644 2.54638
C -1.65683 3.02516 -2.04956
Sc 0.22687 -0.20497 0.05056
C -2.82344 -0.65036 2.78344
C 2.59846 1.24840 1.73464
C 1.35113 -6.74906 0.40270
C 3.25136 -0.06623 2.13403
*
```

---

3.
DFT (the ωB97M-V functional and the def2-TZVPD basis) results for C29H44IN3OS2SiV as an isolated structure.

The highest occupied orbital energy (spin up / spin down) is -13.141 / -13.141 eV. The value obtained for the LUMO energy (spin up / spin down) is -0.2588 / -0.2307 Eh. The energy above the lowest of the compared OMol25 structures with the same formula, charge and spin comes out at 0.753 eV. Its expectation value of S² is 0.96. Its orbital gap (spin up / spin down) is 6.1 / 6.9 eV.

Geometry as ORCA input:
```
! wB97M-V def2-TZVPD RIJCOSX def2/J DEFGRID3
* xyz 2 2
H 5.69363 -0.47276 2.19015
C 1.97770 -0.55369 0.33371
C 0.99965 -6.04497 -0.78459
C -6.31802 -0.74723 -2.19193
C -4.51386 -2.66964 -0.60626
H -0.49779 -0.18821 3.71422
N -1.95554 1.50452 -0.36962
H 1.98233 1.55340 -2.54851
I 3.97439 -5.53100 -0.37198
H -7.26370 -1.59478 0.85789
H -7.09258 -1.51012 -2.30005
H 0.38418 4.53811 -1.09047
C 1.45905 0.70342 -2.99146
H -1.71884 -4.10140 -0.28895
C -2.74505 0.41822 -0.47857
H 4.01708 0.03789 -0.11993
H -5.66255 -0.81345 -3.06329
H 2.96203 -0.00437 4.02695
H 2.09363 4.26599 -0.73714
C -0.68042 -4.41496 -0.30588
H 0.41572 6.39347 0.76281
H -4.31534 3.86219 -0.25437
H -5.28937 -3.44097 -0.63157
H -0.01435 -1.61194 -2.87261
H 1.72748 0.64787 -4.04661
C -0.33744 -5.68105 -0.75245
C 3.40627 3.52733 1.49730
S 0.64542 3.56811 0.99423
C -6.46822 -0.84659 0.88813
H 3.69546 4.42721 0.95655
C 2.65573 -0.14202 2.99589
H 3.45430 2.66877 0.82735
H -6.81528 0.22510 -2.21907
H -3.92593 -2.82883 0.30021
H 0.80161 -0.71514 4.78969
H -5.74993 1.86537 -0.41995
C -4.67223 1.73843 -0.40757
C 1.82600 -0.59932 -2.28531
H 0.01060 -1.86805 3.70808
H -5.90175 -1.00246 1.80915
H 1.33285 6.75953 -0.69131
H 1.30026 -7.02242 -1.13776
C 1.94187 -5.12257 -0.35139
H 3.54364 -1.18223 -3.40199
H -6.94854 0.13222 0.95117
C 1.37414 -0.54957 2.72349
C 1.06121 -1.77697 -2.89713
O 0.77322 2.15539 0.35594
Si -5.37087 -1.01283 -0.61014
C 5.03529 0.38383 2.34659
V -0.04423 0.47830 -0.12763
H 1.88576 4.61223 2.63982
C 3.62605 0.01979 1.97718
C 3.32195 -0.87876 -2.37875
N 0.21985 -3.52292 0.10997
H 3.92885 0.00173 -2.17016
H 5.11659 0.68142 3.39004
C 1.03418 -0.79033 1.36647
C -4.13043 0.44870 -0.49197
H 2.18188 6.23781 0.75809
C 1.27853 6.09239 0.16689
C 0.37277 -0.84224 3.79816
H 1.28493 -2.70299 -2.36747
H 1.81388 2.87206 2.85219
C 2.03253 3.65771 2.12543
H -3.87227 -2.82203 -1.47591
H 5.41106 1.19349 1.71985
N 1.33237 -0.46392 -0.88652
C -2.51038 2.71537 -0.28274
H -1.10608 -6.37021 -1.07551
H 0.25531 -1.52541 1.13868
H 4.13577 3.37808 2.29304
C 1.50053 -3.88548 0.09618
S -1.67118 -0.99124 -0.62174
H 1.36657 -1.89141 -3.93777
H 2.22371 -3.15807 0.45454
C -3.87981 2.87464 -0.30826
C 3.28810 -0.15170 0.65096
C 1.15991 4.65692 -0.33270
H -1.84471 3.56451 -0.20534
H 3.62253 -1.69976 -1.72536
H 0.37836 0.88446 -2.95135
*
```

---

4.
DFT (the ωB97M-V functional and the def2-TZVPD basis) results for C29H44N3O10PRb as an isolated structure.

The highest occupied orbital energy is -5.044 eV. The value obtained for the LUMO energy is 0.0749 Eh. The energy above the lowest of the compared OMol25 structures with the same formula, charge and spin comes out at 0.759 eV. Its orbital gap is 7.1 eV.

Geometry as ORCA input:
```
! wB97M-V def2-TZVPD RIJCOSX def2/J DEFGRID3
* xyz -1 1
C -1.59757 -0.22009 4.26982
O -2.37298 -1.05010 3.43573
C -4.38714 -0.17653 -5.63424
C -0.03191 -3.00880 2.61703
H 5.56207 -2.91856 -3.06422
C -3.10197 2.88184 -0.34531
H -1.96151 -2.16872 -3.41642
C -2.64682 -1.62704 -4.05543
H -2.49243 0.25287 1.82912
H -1.19674 0.62524 3.69779
O -3.42474 -1.96605 0.71220
H -4.77192 -0.58085 1.19616
H 2.55438 -1.95388 -2.80867
C 3.98535 2.41699 -0.29403
H 5.85995 1.46021 -0.72455
C -3.14283 -0.30333 2.51585
C 5.50913 2.34019 -0.18389
C -2.91484 5.34039 2.45134
H -1.47320 5.29807 4.06178
H 5.88303 -2.45226 -0.13310
O -1.89286 -0.67761 -1.56916
H 2.51203 2.62614 -1.86418
H 3.23836 -3.57676 -2.53183
N -3.06182 1.29731 -1.90500
H -2.68207 -3.10384 -5.61068
H -0.89528 -4.10375 0.48378
O -4.46138 1.54938 -4.04248
H 4.22736 -2.72379 0.44398
H -2.21764 0.17008 5.09031
H -3.77451 0.41612 3.05822
C -3.98212 0.35163 -4.40523
H 2.36611 3.62435 0.44344
H -4.16134 5.07803 0.72669
H 0.38249 -3.99763 2.37207
C -1.27327 -3.07949 0.60842
O 1.74736 0.20484 -1.26742
C -3.04825 -2.14200 -5.27384
H 1.47546 -2.87818 4.11265
C 3.59382 2.58746 -1.76388
H -3.42852 6.22786 2.79993
C -4.05543 -1.21718 1.71998
H 3.85330 4.54135 0.12161
C -3.09718 -0.39167 -3.59693
H -3.20908 -3.99462 0.63213
H 4.97094 -3.87131 -0.70313
C -0.40809 -0.98367 4.82362
H 5.96836 3.23476 -0.60894
H 2.31993 -2.74514 -1.25067
C 5.32924 -1.91374 -2.70674
C 3.45531 3.60279 0.51144
H -0.06464 -0.47027 5.72819
O -0.41322 -2.33543 1.44285
H -0.89947 -3.15692 3.27103
O 0.65186 -0.98445 3.89478
H -5.06657 0.40329 -6.24675
O 2.53664 -0.99506 0.85117
C -2.60435 0.06502 -2.25269
O 3.45796 1.24782 0.35009
H -4.04609 1.73460 -3.13205
H -4.25340 -1.79833 -7.01901
H -3.92600 3.34944 -0.88974
H 3.73760 3.50190 1.56081
H 6.24989 -1.43382 -2.37049
H 3.95257 1.74110 -2.34828
H 1.82052 -1.95994 2.60718
N -2.57277 1.79267 -0.76390
H -1.27241 -2.57376 -0.35947
C 4.89367 -2.82134 -0.41223
P 2.83640 -0.10293 -0.30007
N -1.61106 3.05490 1.55635
Rb -0.22393 0.10481 0.20181
H -0.71194 -1.99729 5.10290
C 3.02133 -2.60991 -2.07403
H 4.91155 -1.33175 -3.53031
C -3.92648 -1.40663 -6.06277
C 4.32254 -1.98317 -1.56039
H 4.03098 3.51045 -2.14969
H -4.60512 -1.86816 2.41481
C -3.32356 4.70083 1.30003
O 4.16986 -0.62094 -1.12038
C -2.65257 3.54693 0.86414
H -0.37699 3.24918 3.17600
H -2.75040 -3.25365 2.18457
H 5.80623 2.24587 0.86231
C -1.83437 4.82735 3.15798
C -1.22735 3.68493 2.65777
C 1.05295 -2.22623 3.33353
C -2.71842 -3.13243 1.09885
*
```

---

5.
DFT (the ωB97M-V functional and the def2-TZVPD basis) results for C29H45CoN5O6P2S as an isolated structure.

The highest occupied orbital energy (spin up / spin down) is -12.139 / -12.138 eV. The value obtained for the LUMO energy (spin up / spin down) is -0.1867 / -0.1987 Eh. The energy above the lowest of the compared OMol25 structures with the same formula, charge and spin comes out at 0.000 eV. Its expectation value of S² is 3.76. Its orbital gap (spin up / spin down) is 7.1 / 6.7 eV.

Geometry as ORCA input:
```
! wB97M-V def2-TZVPD RIJCOSX def2/J DEFGRID3
* xyz 2 4
H 8.76142 -1.91458 0.33306
H -3.74558 0.21493 2.89902
N 1.66568 0.80358 1.88961
H -0.37219 4.59225 -3.39753
H 1.71336 -1.63565 -1.88807
H -5.35759 4.39850 0.43575
H 3.58732 2.57681 -0.16650
N 6.05753 1.29170 -0.87907
H 4.39675 -1.15047 1.77190
C -2.62769 2.99179 -2.85623
H 8.12418 1.93566 -2.86623
P -2.08025 1.67002 -0.06283
H -2.25187 4.41777 0.55666
H 0.38420 -1.85034 -4.01914
C -4.84045 -3.29073 -0.50464
C -2.96299 -5.01875 -0.21939
C 2.55113 -0.16561 2.24000
C 8.65088 -1.05027 -0.31006
H -3.49090 0.42381 4.63643
C -3.26874 3.99304 0.72197
H -4.38537 3.45151 2.51496
H 2.14675 -0.93093 2.92278
O -0.70395 -1.12485 0.64699
C -4.38020 4.70219 0.00241
C 7.47565 -0.29091 -0.26488
O -1.05313 2.26046 -1.10480
N 6.36518 -0.42993 0.53493
N -2.77915 -1.42541 3.82564
H -2.61524 3.36511 2.76117
H -4.86394 -2.88422 0.53910
C 3.77809 -0.25668 1.63130
H -2.70284 3.39248 -3.87538
H -0.83623 -3.05520 -4.22176
Co -0.18634 0.24156 1.97984
C 4.23563 0.76551 0.74911
H -4.11839 -3.15248 3.46659
H -3.00013 -3.50661 -1.79788
O -2.62829 -2.55955 -0.02379
H 1.26315 2.46297 0.66422
H -0.90842 4.85920 -1.68165
H -2.03224 -5.43840 -0.61531
O -1.10371 -1.65479 -1.86425
C -1.43151 -1.28596 3.92940
H 0.92562 -3.42135 -3.90074
H -4.38228 4.47265 -1.05342
H -3.28696 2.09839 -2.84964
C 7.33459 0.75844 -1.21682
C 5.57219 0.58438 0.17824
H 1.94744 -3.34069 -1.55940
H -4.20871 5.77707 0.17255
C -0.38542 4.14932 -2.40275
H 10.36061 0.66181 -2.69152
H -1.75004 -4.57875 3.68343
C 2.03197 1.78406 1.03787
C 3.30427 1.79737 0.48371
H -5.51220 -4.15852 -0.70280
H -0.56933 -3.69122 -1.83058
C -1.94648 -3.50512 3.69085
H -3.15942 3.68520 -2.24938
C 9.48626 0.38418 -2.05826
C 0.04536 -2.80224 -3.64790
H -3.69938 -0.18531 -0.14981
P -1.72205 -1.34000 -0.47072
H -5.18102 -2.46747 -1.17109
C 8.28534 1.11916 -2.13033
H 10.63924 -1.21636 -1.06993
C 1.20969 -2.50253 -1.42995
H 0.06545 -2.81866 4.06879
H -3.74144 -5.74870 -0.34282
C -3.40288 -3.61470 -0.77434
C 9.67122 -0.65758 -1.16608
O -1.42939 1.60285 1.28006
C -3.09377 -2.80643 3.61038
C -3.78086 -0.34009 3.86082
H -3.06635 0.13643 -1.75360
H -0.64805 2.10153 -3.11950
C -0.09798 -2.77857 -2.18904
S -0.69735 0.26130 4.20349
H -2.75790 -4.89761 0.83462
O -3.32043 2.65104 0.12158
H 0.60017 3.92226 -2.03433
H -3.44022 4.96782 2.61775
C -1.17534 2.82857 -2.48621
N -0.90508 -2.54289 3.78270
C -2.75986 0.05047 -0.66679
C -3.43416 3.93505 2.27646
H -4.80490 -0.63921 4.03564
H 0.98722 -2.31628 -0.39519
H 5.46304 1.90239 -1.45948
*
```